No. 1
This record from OMol25 describes C20H23ClF4N3OPt as an isolated structure. The level of theory is ωB97M-V/def2-TZVPD.

Gap between HOMO and LUMO (spin up / spin down) = 8.31 / 6.42 eV
Strongest force on any atom = 0.1 eV Å⁻¹
Lowest unoccupied orbital energy (spin up / spin down) = -1.99 / -5.35 eV
Multiplicity = 5
E_HOMO (spin up / spin down) = -10.301 / -11.770 eV
Net charge = +1

Structure (XYZ):
```
53
Properties=species:S:1:pos:R:3:forces:R:3
Pt 0.774 0.208 -0.437 -0.0373 -0.0314 0.0040
C 1.567 -2.811 -0.483 0.0228 -0.0301 0.0339
N 0.602 -1.905 -1.129 0.0558 0.1116 -0.0171
C 0.760 -1.973 -2.590 0.0158 -0.0310 -0.0236
C -0.784 -2.229 -0.742 -0.0305 -0.0076 0.0064
C -1.065 -1.935 0.720 -0.0181 -0.0804 -0.0184
N -0.625 -0.593 1.071 -0.0350 0.0784 0.0324
C -1.061 0.009 2.183 0.0001 -0.0313 -0.0022
C -0.804 1.396 2.380 0.0098 0.0206 0.0082
F -0.149 2.085 1.448 -0.0128 0.0356 -0.0168
C -1.243 2.073 3.491 -0.0048 -0.0089 -0.0012
F -0.978 3.372 3.595 -0.0051 0.0088 0.0022
C -1.959 1.431 4.488 0.0086 -0.0060 -0.0162
C -2.222 0.081 4.337 -0.0039 -0.0170 -0.0055
F -2.894 -0.570 5.280 0.0070 0.0034 0.0040
C -1.795 -0.620 3.232 -0.0048 0.0016 0.0236
F -2.050 -1.925 3.192 0.0131 0.0001 -0.0324
H 1.339 -3.849 -0.749 -0.0048 0.0075 -0.0050
H 1.528 -2.701 0.598 0.0080 0.0069 -0.0018
H 2.572 -2.567 -0.818 0.0376 0.0202 -0.0017
H 0.587 -2.994 -2.947 -0.0062 0.0014 0.0144
H 1.769 -1.667 -2.857 0.0035 0.0098 0.0070
H 0.046 -1.304 -3.065 0.0010 0.0105 0.0021
H -0.987 -3.287 -0.938 -0.0095 0.0066 -0.0279
H -1.451 -1.621 -1.352 -0.0084 -0.0032 0.0166
H -0.568 -2.660 1.371 -0.0083 0.0138 0.0136
H -2.138 -2.038 0.876 -0.0054 0.0127 0.0201
H -2.301 1.968 5.361 -0.0002 0.0042 0.0013
N -3.567 2.216 -1.196 0.0073 0.0451 0.0264
C -2.677 1.204 -1.207 -0.0008 -0.0635 -0.0196
O -2.716 0.299 -0.383 0.0040 -0.0100 -0.0065
C -1.618 1.249 -2.291 -0.0372 0.0516 0.0329
C -0.229 1.560 -1.756 0.0641 -0.0704 -0.0049
H -4.301 2.208 -0.507 0.0034 -0.0046 0.0008
H -3.559 2.944 -1.886 0.0060 -0.0071 -0.0125
H -1.880 2.004 -3.040 -0.0145 -0.0243 -0.0188
H -1.641 0.284 -2.802 -0.0006 -0.0003 0.0086
H -0.217 2.498 -1.195 -0.0012 -0.0048 0.0009
H 0.486 1.629 -2.579 0.0088 0.0319 -0.0062
Cl 3.618 0.752 -2.129 -0.0330 0.0127 -0.0398
C 4.170 -0.316 -0.870 0.0193 -0.0087 0.0586
C 5.143 -1.250 -1.170 0.0054 0.0089 -0.0373
C 5.571 -2.132 -0.187 -0.0144 0.0069 0.0374
C 5.022 -2.065 1.090 0.0208 -0.0124 -0.0371
C 4.052 -1.124 1.376 -0.0644 -0.0278 -0.0098
C 3.595 -0.217 0.406 -0.0299 -0.0303 -0.0024
C 2.554 0.752 0.726 0.1043 -0.0264 0.0431
H 5.563 -1.284 -2.166 -0.0029 0.0017 -0.0001
H 6.335 -2.861 -0.417 0.0002 -0.0044 -0.0039
H 5.362 -2.743 1.861 -0.0006 0.0016 0.0039
H 3.633 -1.064 2.373 0.0061 -0.0050 0.0042
H 2.713 1.758 0.340 -0.0255 -0.0025 -0.0284
H 2.274 0.750 1.777 -0.0126 0.0355 -0.0095
```
Forces are in eV/Å.

No. 2
This record from OMol25 describes C16H15Cl3GeMoN4O6S3 as an isolated structure. The level of theory is ωB97M-V/def2-TZVPD.

Gap between HOMO and LUMO (spin up / spin down) = 7.05 / 5.60 eV
Strongest force on any atom = 0.6 eV Å⁻¹
Lowest unoccupied orbital energy (spin up / spin down) = 1.37 / -0.68 eV
Multiplicity = 4
E_HOMO (spin up / spin down) = -5.681 / -6.282 eV
Net charge = -1

Structure (XYZ):
```
49
Properties=species:S:1:pos:R:3:forces:R:3
Mo 0.440 -0.216 0.063 -0.0881 -0.4631 0.4168
S 1.606 -2.222 -0.876 0.1477 0.0193 -0.0508
C 2.853 -1.200 -1.445 -0.0132 0.0179 -0.0214
S 2.667 0.419 -0.809 0.0461 0.0685 0.0014
C 3.885 -1.547 -2.282 -0.1704 0.0451 0.1492
C 3.997 -2.874 -2.780 0.0329 -0.1533 -0.0144
N 4.093 -3.947 -3.189 -0.0257 0.0269 -0.0295
C 4.845 -0.593 -2.719 0.1251 0.1064 -0.0464
N 5.627 0.170 -3.087 -0.0284 -0.0188 0.0032
N 1.524 -0.177 2.020 -0.0120 -0.0680 -0.1424
C 0.663 -0.353 3.208 -0.0492 0.0063 0.0148
C -0.334 0.795 3.322 -0.0661 -0.0411 0.0287
C -1.395 0.822 2.227 -0.0681 -0.0054 0.0739
O -2.576 0.789 2.489 0.1340 0.0477 0.0167
O -0.941 0.920 0.993 0.0280 0.0150 -0.0216
H 2.260 -0.876 1.986 -0.0128 -0.0808 0.0244
H 1.980 0.729 2.050 0.0752 0.1267 0.0411
H 1.279 -0.390 4.111 -0.0156 0.0054 -0.0054
H 0.143 -1.304 3.102 0.0101 0.0135 0.0113
H 0.204 1.747 3.287 0.0024 0.0287 -0.0062
H -0.851 0.730 4.278 0.0107 -0.0120 -0.0157
C 2.096 -3.693 -6.263 0.0492 -0.0201 -0.0212
C 1.310 -2.690 -5.471 -0.0037 0.0509 0.0219
C -0.032 -2.910 -5.167 -0.0062 -0.0186 -0.0005
C -0.746 -2.011 -4.397 -0.0118 -0.0033 -0.0207
C -0.111 -0.874 -3.915 -0.0474 -0.0855 0.0347
C 1.219 -0.623 -4.215 0.0003 -0.0080 0.0009
C 1.916 -1.530 -4.997 -0.0119 0.0031 -0.0278
S -1.022 0.175 -2.826 0.3259 0.4130 -0.3772
O -2.332 0.353 -3.378 -0.0300 -0.0171 0.0550
O -0.138 1.383 -2.749 -0.1001 -0.1464 0.1928
N -1.038 -0.434 -1.393 0.0416 -0.0261 0.0857
C -2.152 -1.270 -0.951 -0.0855 -0.0869 -0.0150
C -1.699 -2.167 0.200 -0.1449 -0.2067 0.0301
O -2.310 -3.165 0.502 -0.0208 0.1681 -0.0682
O -0.628 -1.750 0.847 0.1401 0.1783 -0.0556
H 1.446 -4.300 -6.893 -0.0141 -0.0044 0.0047
H 2.637 -4.357 -5.586 0.0180 -0.0012 0.0136
H 2.833 -3.202 -6.899 -0.0010 -0.0028 0.0092
H -0.521 -3.803 -5.540 -0.0046 0.0017 0.0048
H -1.792 -2.185 -4.177 -0.0016 0.0062 0.0038
H 1.704 0.269 -3.841 -0.0172 0.0130 0.0025
H 2.956 -1.336 -5.233 -0.0083 -0.0016 0.0015
H -2.542 -1.903 -1.749 -0.0119 0.0147 0.0235
H -2.965 -0.642 -0.574 -0.0141 -0.0542 0.0066
Cl 1.880 3.461 -2.343 -0.0731 -0.0090 0.0175
Ge 0.535 2.408 -1.031 -0.0740 0.1594 -0.3730
Cl -1.305 3.504 -0.952 -0.0083 0.0319 0.0485
Cl 1.469 3.077 0.927 0.0529 -0.0334 -0.0257
```
Forces are in eV/Å.

No. 3
This record from OMol25 describes C13H22Cl3GeIrNO7PS2Se as an isolated structure at a distorted geometry. The level of theory is ωB97M-V/def2-TZVPD.

Gap between HOMO and LUMO (spin up / spin down) = 7.95 / 5.05 eV
Strongest force on any atom = 1.1 eV Å⁻¹
Lowest unoccupied orbital energy (spin up / spin down) = 2.47 / -0.47 eV
Multiplicity = 6
E_HOMO (spin up / spin down) = -5.475 / -5.528 eV
Net charge = -1

Structure (XYZ):
```
52
Properties=species:S:1:pos:R:3:forces:R:3
Ir -0.365 -0.696 0.542 -0.2007 -0.2363 -0.1289
Cl 3.675 0.521 0.746 -0.0741 -0.1188 0.0823
Ge 1.932 -0.132 -0.363 0.1142 1.0257 -0.4970
Cl 1.432 2.353 -0.972 0.1444 -0.7874 0.1075
Cl 2.567 -0.428 -2.417 -0.0251 -0.1416 0.1045
Se -0.578 4.168 -0.189 -0.0434 0.3839 0.0364
C 0.471 5.729 -0.464 -0.0360 -0.0323 0.0465
C -0.052 6.957 -0.053 0.0576 0.0398 -0.0182
C 0.687 8.108 -0.258 -0.0291 -0.0473 -0.0177
N 1.890 8.130 -0.831 0.0489 0.0719 -0.0083
C 2.379 6.953 -1.217 -0.0229 -0.0378 0.0152
C 1.727 5.739 -1.064 -0.0407 0.0508 0.0281
H -1.024 7.016 0.422 0.0048 -0.0032 0.0128
H 0.290 9.067 0.058 0.0013 0.0067 0.0000
H 3.360 6.975 -1.682 0.0049 0.0009 -0.0015
H 2.189 4.822 -1.398 0.0144 -0.0216 -0.0120
O 2.499 -2.178 0.084 -0.1135 -0.1229 0.1246
S 1.337 -3.023 0.462 0.3253 0.0369 -0.3260
O 0.226 -2.798 -0.484 -0.1259 0.0766 0.0166
O 1.675 -4.381 0.727 -0.0624 0.0020 0.1762
S 0.546 -2.052 2.164 -0.0609 -0.0639 0.1818
C -4.072 3.713 -1.391 -0.0119 0.0446 -0.0166
C -3.668 2.259 -1.215 -0.0371 0.0468 -0.1441
C -2.740 1.811 -2.335 0.0500 0.0239 -0.0091
C -4.897 1.367 -1.112 0.0097 -0.0105 0.0429
O -2.904 2.244 0.025 -0.0502 -0.2480 0.1452
P -2.758 1.008 1.008 -0.1885 0.5445 0.0121
O -3.882 0.844 1.936 0.0122 -0.1800 -0.0563
O -2.308 -0.218 0.156 0.2851 -0.0228 0.0892
O -1.352 1.374 1.703 0.1283 -0.1834 0.0341
C -1.127 1.846 3.076 0.0448 0.0144 0.1002
C 0.362 2.138 3.114 0.0115 0.0471 -0.0499
C -1.952 3.102 3.307 -0.0179 0.0288 -0.0470
C -1.502 0.740 4.051 -0.0177 -0.0015 -0.0467
H -4.627 3.836 -2.324 -0.0096 -0.0144 0.0034
H -3.186 4.347 -1.425 -0.0352 -0.0300 -0.0063
H -4.703 4.032 -0.560 -0.0089 -0.0072 -0.0021
H -3.256 1.875 -3.295 -0.0125 -0.0056 0.0073
H -2.421 0.781 -2.178 -0.0133 -0.0170 -0.0189
H -1.855 2.448 -2.368 -0.0264 -0.0231 0.0121
H -5.485 1.468 -2.025 -0.0022 -0.0054 0.0007
H -5.511 1.653 -0.258 0.0018 -0.0025 -0.0088
H -4.617 0.318 -1.001 -0.0035 -0.0067 -0.0036
H 0.621 2.899 2.378 -0.0118 -0.0064 -0.0102
H 0.934 1.234 2.889 0.0129 -0.0035 0.0245
H 0.645 2.488 4.108 -0.0016 -0.0151 0.0033
H -1.711 3.853 2.556 0.0155 -0.0102 -0.0007
H -1.719 3.507 4.294 -0.0026 -0.0220 0.0025
H -3.017 2.874 3.261 -0.0029 -0.0042 0.0100
H -0.895 -0.149 3.867 0.0002 -0.0083 0.0136
H -2.554 0.482 3.950 -0.0103 -0.0015 0.0082
H -1.311 1.078 5.071 0.0109 -0.0025 -0.0117
```
Forces are in eV/Å.

No. 4
This record from OMol25 describes an isolated ion of composition C3H9N2O2 and charge +1 at a distorted geometry. The level of theory is ωB97M-V/def2-TZVPD.

Gap between HOMO and LUMO = 10.78 eV
Strongest force on any atom = 5.5 eV Å⁻¹
Lowest unoccupied orbital energy = -3.31 eV
E_HOMO = -14.093 eV
Net charge = +1

Structure (XYZ):
```
16
Properties=species:S:1:pos:R:3:forces:R:3
O 0.858 0.647 1.646 0.7632 -1.6889 0.5281
C 0.058 0.955 0.592 -0.9867 1.7569 -1.8582
N -1.255 0.248 0.705 4.8807 -2.2342 1.2885
C -1.103 -1.070 0.005 -1.9343 1.5964 0.6274
N 0.369 -1.139 -0.144 1.3924 -2.0408 0.0196
C 0.764 0.170 -0.591 0.5760 3.8535 -0.1641
O 0.233 0.538 -1.806 -2.2888 -1.5922 1.1493
H 0.997 1.362 2.223 0.2189 1.3055 1.3637
H -0.018 2.134 0.453 -0.1494 -2.6825 -0.0650
H -1.973 0.763 0.402 -3.3457 2.2232 -1.5432
H -1.611 -1.878 0.552 0.9625 0.0773 -0.0049
H -1.617 -0.947 -0.949 0.6427 -0.5696 -0.3671
H 0.888 -1.114 0.845 -1.2249 -0.9661 -2.0214
H 0.747 -1.806 -0.881 -0.7649 0.2278 1.6528
H 1.863 0.223 -0.613 -0.3700 0.0878 0.4156
H 0.800 0.912 -2.437 1.6283 0.6459 -1.0211
```
Forces are in eV/Å.

No. 5
This record from OMol25 describes a 2-piece molecular cluster, C5H8N2 overall at a distorted geometry. The level of theory is ωB97M-V/def2-TZVPD.

Gap between HOMO and LUMO = 8.64 eV
Strongest force on any atom = 1.1 eV Å⁻¹
Lowest unoccupied orbital energy = 0.26 eV
E_HOMO = -8.380 eV
Net charge = 0

Structure (XYZ):
```
15
Properties=species:S:1:pos:R:3:forces:R:3
C -1.574 -0.471 0.342 -0.1993 0.0023 0.0186
C 0.077 -0.128 -1.278 0.1721 -0.1198 -0.0892
C 0.900 1.022 -0.844 0.1184 0.2481 0.0129
C 0.363 1.939 0.162 -0.3482 0.5982 0.6971
N -0.013 2.702 0.946 0.3653 -0.7340 -0.7564
N 1.128 -0.380 -0.504 -0.1875 -0.0667 -0.0117
C 1.093 -0.963 0.748 0.1704 -0.0592 0.0441
H -1.945 -0.526 1.374 0.1017 0.0154 -0.0991
H -1.989 0.447 -0.077 0.0728 -0.1524 0.0428
H -1.965 -1.337 -0.198 0.0842 0.1447 0.0479
H -0.300 -0.536 -2.205 0.0140 0.0438 0.1278
H 1.688 1.476 -1.444 -0.1358 -0.0744 0.0853
H -0.336 -0.654 0.789 -0.1132 0.0376 0.0124
H 1.790 -0.539 1.470 -0.0951 -0.0323 -0.1145
H 1.083 -2.053 0.719 -0.0198 0.1486 -0.0180
```
Forces are in eV/Å.

Which formula does entry 2 have? C16H15Cl3GeMoN4O6S3

What is the strongest force on any atom in the first record? 0.1 eV Å⁻¹

Which value of net charge does entry 5 give? 0